{"formula": "C2H4NP", "method": "ωB97M-V/def2-TZVPD", "charge": 0, "mol_weight_g_mol": 73.03, "de_lowest_ev": 2.415, "e_tot_ev": -12914.114, "homo_lumo_gap_ev": 7.8, "multiplicity": 1, "species": ["C", "C", "N", "P", "H", "H", "H", "H"], "xyz": [[0.68568, 0.09951, 0.58512], [-0.23930, 0.83320, -0.25261], [1.30261, -0.52018, 1.37039], [0.02342, -0.57894, -1.57607], [-1.21532, 0.98569, 0.44101], [0.05418, 1.86612, -0.61722], [1.77103, -1.43678, 1.30008], [-1.14643, -1.41830, -1.21934]]}

{"formula": "H33O17", "method": "ωB97M-V/def2-TZVPD", "charge": -1, "mol_weight_g_mol": 305.25, "de_lowest_ev": 2.955, "e_tot_ev": -35344.482, "homo_lumo_gap_ev": 8.6, "multiplicity": 1, "species": ["O", "H", "H", "O", "H", "H", "O", "H", "H", "O", "H", "H", "O", "H", "O", "H", "H", "O", "H", "H", "O", "H", "H", "O", "H", "H", "O", "H", "H", "O", "H", "H", "O", "H", "H", "O", "H", "H", "O", "H", "H", "O", "H", "H", "O", "H", "H", "O", "H", "H"], "xyz": [[-0.84672, 1.09525, 5.36675], [-0.35019, 1.74818, 4.85343], [-0.13068, 0.83832, 5.96295], [-1.99940, 0.81010, 0.04451], [-1.51030, 0.29997, -0.64734], [-1.43087, 1.02772, 0.76845], [2.08947, -2.14617, -1.82872], [1.41616, -1.86891, -2.47168], [2.29676, -1.23776, -1.55745], [3.75058, -0.22839, -0.74838], [3.77507, -1.16624, -0.54174], [3.66772, -0.16443, -1.71083], [-0.31334, 0.32482, -2.00410], [-0.82194, 0.02248, -2.75275], [1.06836, 2.67142, 1.49088], [-0.03358, -0.31613, 1.11839], [1.44739, 2.40060, 0.64716], [-1.97129, 4.02475, -0.84340], [-4.53264, -1.41654, -0.13536], [-1.70841, 3.16106, -0.51747], [-1.49708, -5.63705, -2.94081], [-1.62531, -4.96940, -3.60109], [0.73902, 0.60338, -2.28921], [-3.64913, -1.54252, -0.46225], [-1.18780, 4.51955, -1.12503], [-3.13141, -0.80294, -0.64425], [1.90696, -3.68248, 2.62163], [1.37272, -3.96993, 1.86596], [1.15013, -3.57791, 3.22572], [0.46253, 4.26825, -2.18977], [0.39846, 3.29809, -2.22404], [-3.72846, 0.14801, 1.16425], [1.87871, 0.62513, -2.99280], [1.89411, 0.18544, -3.81428], [1.99155, 2.03495, -3.87329], [-4.60528, 0.38483, 0.82382], [-4.69924, 1.17126, 1.38120], [0.84550, 1.80174, 1.85540], [2.09698, -0.14210, 1.28602], [2.42303, -1.04091, 1.35041], [2.57604, 0.28107, 0.54378], [-0.52722, -0.53102, 1.91439], [-0.29719, -1.41481, 2.19666], [-1.77494, -5.45850, -2.04922], [1.74300, 2.85316, -4.42689], [0.58975, 4.31001, -3.15322], [2.67303, 3.12283, -4.45170], [-0.46249, -2.34433, 4.86842], [-1.13820, -2.84849, 5.31398], [-0.27992, -1.52543, 5.33292]]}

{"formula": "C31H41NO5", "method": "ωB97M-V/def2-TZVPD", "charge": 0, "mol_weight_g_mol": 507.67, "de_lowest_ev": 26.261, "e_tot_ev": -44513.538, "homo_lumo_gap_ev": 6.7, "multiplicity": 1, "species": ["C", "C", "C", "C", "H", "H", "C", "C", "C", "C", "O", "O", "C", "C", "C", "C", "C", "C", "O", "C", "H", "H", "H", "H", "O", "C", "H", "H", "H", "C", "C", "C", "C", "C", "C", "C", "H", "H", "O", "C", "H", "H", "H", "H", "H", "H", "C", "H", "H", "C", "N", "C", "C", "C", "C", "C", "H", "H", "H", "H", "H", "H", "H", "H", "H", "H", "H", "H", "H", "H", "H", "H", "H", "H", "H", "H", "H", "H"], "xyz": [[2.12382, 2.62410, -0.41027], [3.40974, 3.47892, -0.07402], [4.28365, 2.89977, 0.96397], [5.04620, 1.64911, 0.39007], [4.57263, 1.14075, -0.66132], [5.92814, 1.97740, 0.22439], [5.05656, 0.36832, 1.54999], [3.78689, -0.10936, 1.50815], [3.15962, 0.08864, 2.73739], [1.88542, -0.35003, 3.08577], [1.20113, 0.01808, 4.16295], [1.03569, -0.67906, 1.92109], [1.71726, -1.22495, 0.70973], [0.85487, -1.46071, -0.11742], [1.37789, -1.89646, -1.52189], [2.68676, -1.78369, -1.49179], [3.63280, -1.38821, -0.60079], [3.03103, -0.86048, 0.67107], [5.04271, -1.00239, -0.90680], [5.47846, -1.48393, -1.94014], [6.52883, -1.34384, -2.04804], [5.23172, -2.50496, -2.07482], [5.11464, -0.84525, -2.85105], [3.10446, -2.00910, -2.38942], [0.52823, -2.17874, -2.57976], [1.10557, -2.68381, -3.61621], [1.74685, -3.71901, -3.54960], [1.52272, -1.69340, -4.14643], [0.07149, -3.06530, -4.06333], [-0.63209, -1.72224, 0.09013], [-1.27763, -0.22699, -0.33483], [-1.97521, -0.16398, -1.61528], [-2.46351, 1.12745, -1.80448], [-2.40661, 2.02931, -0.96881], [-1.74685, 1.90340, 0.26548], [-1.13300, 0.94525, 0.62103], [-0.64322, 0.63477, 1.35695], [-1.63439, 2.82793, 1.20272], [-2.90583, 3.45397, -1.14760], [-3.72459, 3.77103, -2.25128], [-3.84873, 4.60573, -2.13816], [-3.12431, 3.57172, -2.99669], [-4.58881, 2.95422, -2.38479], [-3.05294, 1.05149, -2.74413], [-2.14169, -0.89779, -2.25753], [-0.84006, -2.43978, -0.77303], [-1.03838, -2.38376, 1.40117], [-0.35734, -3.27836, 1.64124], [-0.99653, -1.45575, 2.05557], [-2.70402, -2.68218, 1.31815], [-3.45386, -1.59820, 0.96041], [-4.63841, -1.98588, 0.21500], [-5.23985, -0.72092, -0.26665], [-5.77579, -0.05875, 1.15501], [-4.48039, 0.28141, 1.98860], [-3.80260, -0.83546, 2.42517], [-2.95757, -0.74265, 2.69204], [-4.55529, -1.55682, 2.92793], [-3.91069, 1.09020, 1.30936], [-4.71974, 0.85776, 3.08520], [-6.28595, 0.87153, 0.66682], [-6.48947, -0.56970, 1.75380], [-4.72140, -0.16973, -0.85704], [-6.45208, -1.10444, -0.64814], [-4.32727, -2.70084, -0.58120], [-5.29181, -2.75365, 0.90035], [-2.65010, -3.56437, 0.50094], [-2.78173, -3.15989, 2.32395], [3.59106, 0.47344, 3.71575], [5.60522, 0.92088, 2.73545], [5.89800, -0.09936, 1.07386], [4.83286, 3.53737, 1.55993], [3.38736, 2.40299, 1.73513], [2.88209, 4.67217, 0.16879], [3.93851, 3.58490, -0.96936], [2.51010, 1.70178, -1.01702], [1.39528, 3.22483, -1.28593], [1.46346, 2.41357, 0.31454]]}

Which formula does entry 2 have?
H33O17